Formula: C42H36AlIN4O7P2S3Te
Source: the OMol25 dataset
Level of theory: ωB97M-V/def2-TZVPD

Properties
Strongest force on any atom, eV/A: 0.477
M, g/mol: 1148.41
HOMO, eV: -2.35
Kohn-Sham gap, eV: 5.7
Energy, eV: -137509.4767
Relative energy (zero: lowest compared OMol25 entry of this formula, charge and spin), kcal/mol: 58.7
Charge: -2

Last column: Löwdin charge in e.
Geometry (Å):
Al1 -2.166 -2.081 0.739  -0.21
Te1 -1.864 2.870 2.188  1.26
C1 -1.435 4.717 1.188  -0.53
C2 -0.516 5.622 1.711  -0.15
C3 -0.203 6.770 0.996  -0.18
N1 -0.735 7.078 -0.186  0.03
C4 -1.621 6.212 -0.680  -0.17
C5 -2.003 5.041 -0.041  -0.12
C6 -0.728 1.591 1.042  -1.01
P1 -1.565 0.367 0.049  0.93
C7 -0.610 0.285 -1.533  -0.34
C8 0.213 1.346 -1.899  -0.11
C9 0.972 1.296 -3.061  -0.08
C10 0.907 0.178 -3.881  -0.10
C11 0.077 -0.880 -3.536  -0.08
C12 -0.678 -0.830 -2.372  -0.10
C13 -3.113 1.157 -0.528  -0.37
C14 -3.151 1.990 -1.642  -0.09
C15 -4.334 2.607 -2.022  -0.10
C16 -5.496 2.396 -1.291  -0.10
C17 -5.469 1.558 -0.188  -0.08
C18 -4.285 0.941 0.188  -0.14
P2 0.846 0.962 1.633  0.95
C19 2.157 1.906 0.719  -0.39
C20 3.390 1.295 0.515  -0.11
C21 4.398 1.930 -0.202  -0.10
C22 4.184 3.196 -0.727  -0.11
C23 2.955 3.821 -0.531  -0.09
C24 1.955 3.178 0.181  -0.13
C25 1.079 1.703 3.303  -0.41
C26 0.458 1.057 4.376  -0.12
C27 0.546 1.572 5.659  -0.09
C28 1.266 2.735 5.903  -0.12
C29 1.903 3.373 4.851  -0.11
C30 1.812 2.859 3.562  -0.11
H1 -0.032 5.426 2.661  0.08
H2 0.522 7.476 1.393  0.09
H3 -2.053 6.468 -1.644  0.09
H4 -2.724 4.380 -0.506  0.07
H5 0.253 2.209 -1.249  0.07
H6 1.620 2.128 -3.313  0.10
H7 1.508 0.127 -4.781  0.09
H8 0.028 -1.762 -4.163  0.10
H9 -1.310 -1.667 -2.118  0.08
H10 -2.253 2.159 -2.223  0.10
H11 -4.350 3.248 -2.897  0.09
H12 -6.423 2.868 -1.593  0.09
H13 -6.374 1.356 0.371  0.11
H14 -4.286 0.272 1.040  0.09
H15 3.553 0.297 0.911  0.09
H16 5.346 1.428 -0.362  0.09
H17 4.962 3.691 -1.296  0.09
H18 2.773 4.807 -0.945  0.10
H19 0.983 3.644 0.299  0.08
H20 -0.095 0.141 4.209  0.08
H21 0.050 1.055 6.472  0.10
H22 1.334 3.136 6.908  0.09
H23 2.474 4.278 5.027  0.09
H24 2.312 3.376 2.754  0.09
C31 5.583 -2.201 -1.656  -0.06
C32 4.214 -2.723 -1.307  -0.28
C33 3.118 -1.865 -1.288  -0.03
C34 1.859 -2.330 -0.944  -0.05
C35 1.673 -3.668 -0.638  -0.26
C36 2.747 -4.539 -0.664  -0.05
C37 4.011 -4.061 -0.986  -0.05
S1 -0.005 -4.349 -0.324  0.83
O1 0.184 -4.825 -2.082  -0.20
O2 0.270 -5.536 0.470  -0.31
N2 -0.547 -3.086 0.556  -0.19
C38 0.315 -2.816 1.720  -0.16
C39 -0.513 -2.223 2.845  -0.59
O3 -0.062 -2.158 3.977  0.04
O4 -1.682 -1.777 2.483  -0.07
H25 5.562 -1.639 -2.592  0.07
H26 6.301 -3.015 -1.765  0.06
H27 5.956 -1.527 -0.881  0.07
H28 3.242 -0.818 -1.541  0.11
H29 1.021 -1.649 -0.913  0.08
H30 2.585 -5.583 -0.427  0.11
H31 4.854 -4.745 -0.995  0.10
H32 1.095 -2.078 1.511  0.09
H33 0.788 -3.727 2.088  0.12
O5 -5.481 -1.590 -1.077  -0.35
S2 -4.505 -2.569 -0.682  0.20
O6 -3.080 -2.046 -0.917  -0.43
O7 -4.672 -3.882 -1.271  -0.39
S3 -4.317 -2.730 1.361  0.52
I1 -0.861 -8.224 -3.189  0.80
C40 -1.505 -6.667 -2.006  -0.72
C41 -2.260 -6.752 -0.913  -0.17
N3 -2.412 -5.516 -0.281  0.00
N4 -1.658 -4.589 -1.020  -0.13
C42 -1.136 -5.220 -2.234  -0.46
H34 -2.732 -7.627 -0.489  0.11
H35 -3.370 -5.186 -0.193  0.08
H36 -1.548 -4.823 -3.169  0.14

Formula: C16H30O3Si2Tl
Source: the OMol25 dataset
Level of theory: ωB97M-V/def2-TZVPD

Properties
Strongest force on any atom, eV/A: 4.742
M, g/mol: 530.97
HOMO, eV: -17.17
Kohn-Sham gap, eV: 2.2
Energy, eV: -43640.3319
Relative energy (zero: lowest compared OMol25 entry of this formula, charge and spin), kcal/mol: 0.0
Charge: +3

Last column: Löwdin charge in e.
Geometry (Å):
C1 4.107 2.233 -2.550  -0.09
C2 2.642 2.441 -3.022  -0.25
C3 1.602 2.199 -1.862  -0.26
C4 0.203 2.187 -2.521  -0.24
Si1 -1.257 2.141 -1.297  0.64
C5 -0.883 2.988 0.361  -0.24
C6 -2.166 3.000 1.262  -0.33
C7 -1.855 3.581 2.706  -0.16
C8 -1.049 2.577 3.605  -0.15
O1 -1.928 1.442 3.934  -0.19
O2 -1.930 0.552 -1.178  -0.29
Si2 -1.199 -0.525 -0.185  0.43
O3 0.317 -0.108 0.333  -0.12
C9 -1.127 -2.204 -1.170  -0.08
C10 -0.640 -3.371 -0.429  -0.12
C11 -1.647 -4.495 -0.230  0.16
C12 -1.353 -5.673 0.401  0.03
C13 -0.054 -5.841 0.873  0.22
C14 0.960 -4.738 0.707  -0.12
C15 2.347 -4.982 1.232  0.02
C16 0.659 -3.560 0.072  0.03
H1 4.236 2.554 -1.506  0.08
H2 4.314 1.151 -2.565  0.07
H3 4.800 2.758 -3.223  0.09
H4 2.469 3.393 -3.541  0.12
H5 2.443 1.654 -3.773  0.11
H6 1.739 3.034 -1.161  0.12
H7 1.897 1.229 -1.430  0.09
H8 0.093 3.160 -3.037  0.10
H9 0.133 1.418 -3.306  0.09
H10 -2.310 2.970 -1.921  0.05
H11 0.019 2.612 0.862  0.08
H12 -0.711 4.049 0.102  0.11
H13 -2.692 2.019 1.292  -0.17
H14 -2.887 3.702 0.804  0.13
H15 -2.769 3.874 3.250  0.12
H16 -1.285 4.505 2.524  0.14
H17 -0.803 3.079 4.545  0.14
H18 -0.171 2.254 3.031  0.12
H19 -1.843 0.865 3.159  -0.03
H20 -2.020 -0.696 1.030  0.01
H21 0.994 -0.590 -0.163  0.06
H22 -2.146 -2.412 -1.534  0.12
H23 -0.413 -2.038 -2.006  0.16
H24 -2.664 -4.380 -0.626  0.16
H25 -2.099 -6.462 0.528  0.16
H26 0.247 -6.776 1.360  0.17
H27 3.054 -4.456 0.570  0.12
H28 2.480 -4.677 2.284  0.14
H29 2.562 -6.056 1.087  0.12
H30 1.406 -2.776 -0.053  0.15
Tl1 -3.819 1.190 2.372  1.19

Formula: C2H2ClN3O
Source: the OMol25 dataset
Level of theory: ωB97M-V/def2-TZVPD

Properties
Strongest force on any atom, eV/A: 4.982
M, g/mol: 119.51
HOMO (alpha / beta), eV: -11.13 / -11.26
Kohn-Sham gap (alpha / beta), eV: 7.7 / 7.5
Energy, eV: -21140.8446
Relative energy (zero: lowest compared OMol25 entry of this formula, charge and spin), kcal/mol: 110.8
Charge: 0

Last column: Löwdin charge in e.
Geometry (Å):
C1 -2.737 0.958 0.209  -0.10
C2 -0.905 -1.059 -0.576  -0.72
N1 -3.072 2.025 0.064  0.03
N2 0.205 -0.282 -0.072  0.15
N3 -1.877 -1.272 0.384  -0.34
O1 -0.967 -1.510 -1.698  0.06
Cl1 -3.185 -2.184 -0.085  0.76
H1 -0.219 0.258 0.636  0.05
H2 0.711 0.075 -0.879  0.11

What is the formula in the third record? C2H2ClN3O